[1]
Computed, not measured: a cluster of 9 separate species, C31H31F11O27 in total, with wB97M-V/def2-TZVPD.

## Properties
SMILES = C#CCOC(=O)OCCC(F)(F)F.O=C1OC[C@@H](F)O1.O=C1OC[C@@H](F)O1.O=C1OC[C@@H](F)O1.O=C1OC[C@@H](F)O1.O=C1OC[C@@H](F)O1.O=C1OC[C@@H](F)O1.O=C1OC[C@@H](F)O1.O=C1OC[C@@H](F)O1
Kohn-Sham gap = 10.500 eV
strongest force on any atom = 3.08 eV/Å
LUMO energy = 0.33 eV
net charge = 0
HOMO level = -10.175 eV
total energy = -4329.87015 Ha

Each line ends with the Mulliken charge.
Element x y z (Å)
C  2.463  -6.252  8.969  -0.094
C  2.907  -7.056  8.155  -0.587
C  3.398  -7.921  6.923  0.189
O  2.620  -7.519  5.782  -0.207
C  3.097  -8.074  4.588  0.565
O  3.020  -9.271  4.359  -0.555
O  3.630  -7.278  3.566  -0.323
C  4.590  -6.316  4.065  -0.033
C  5.907  -6.952  4.695  -0.902
C  7.144  -6.997  3.716  0.737
F  6.751  -7.749  2.590  -0.248
F  8.173  -7.692  4.363  -0.256
F  7.579  -5.727  3.338  -0.242
H  1.752  -5.655  9.601  0.341
H  3.248  -8.999  7.235  0.323
H  4.510  -7.751  6.820  0.021
H  4.146  -5.551  4.788  0.244
H  4.932  -5.714  3.156  0.447
H  5.767  -8.010  5.088  0.297
H  6.169  -6.311  5.603  0.376
O  3.278  -3.895  5.089  -0.648
C  2.538  -3.587  4.202  0.552
O  1.736  -4.466  3.541  -0.303
C  0.921  -3.695  2.662  -0.055
C  1.737  -2.457  2.478  0.505
F  0.945  -1.376  2.292  -0.311
O  2.401  -2.320  3.725  -0.381
H  -0.042  -3.502  3.137  0.100
H  0.749  -4.221  1.723  0.182
H  2.471  -2.519  1.678  0.226
O  1.801  -2.497  -0.295  -0.569
C  2.357  -1.527  -0.720  0.706
O  3.081  -1.506  -1.868  -0.321
C  3.458  -0.150  -2.088  0.196
C  3.391  0.428  -0.710  0.207
F  3.033  1.736  -0.745  -0.225
O  2.347  -0.310  -0.106  -0.220
H  2.751  0.314  -2.775  -0.220
H  4.458  -0.086  -2.517  0.331
H  4.308  0.313  -0.127  0.200
O  0.963  1.514  -3.297  -0.485
C  0.462  2.500  -2.850  0.471
O  0.149  3.599  -3.587  -0.282
C  -0.545  4.489  -2.719  -0.253
C  -0.070  4.053  -1.368  0.306
F  -1.032  4.236  -0.428  -0.244
O  0.140  2.666  -1.535  -0.263
H  -1.619  4.358  -2.851  0.210
H  -0.291  5.527  -2.936  0.272
H  0.860  4.527  -1.042  0.235
O  2.652  -0.766  -4.803  -0.521
C  1.912  -0.464  -5.688  0.671
O  1.104  -1.344  -6.341  -0.309
C  0.292  -0.581  -7.223  -0.458
C  1.111  0.658  -7.417  0.321
F  0.319  1.739  -7.611  -0.279
O  1.776  0.804  -6.177  -0.236
H  -0.671  -0.378  -6.747  0.281
H  0.117  -1.115  -8.156  0.273
H  1.847  0.589  -8.222  0.259
O  -2.140  -3.777  2.517  -0.551
C  -2.204  -4.742  1.814  0.721
O  -2.356  -6.014  2.275  -0.304
C  -2.522  -6.847  1.133  -0.449
C  -1.874  -6.037  0.052  0.338
F  -2.475  -6.250  -1.143  -0.294
O  -2.126  -4.705  0.454  -0.270
H  -3.588  -7.010  0.955  0.283
H  -2.038  -7.813  1.278  0.281
H  -0.796  -6.194  -0.044  0.264
O  -2.594  7.513  -3.069  -0.491
C  -3.233  6.945  -2.239  0.507
O  -3.236  5.594  -2.071  -0.225
C  -4.011  5.328  -0.904  -0.503
C  -4.879  6.546  -0.816  0.355
F  -5.164  6.849  0.473  -0.306
O  -4.057  7.566  -1.348  -0.302
H  -3.346  5.221  -0.043  0.232
H  -4.588  4.411  -1.016  0.379
H  -5.804  6.482  -1.394  0.299
O  -2.964  6.708  -6.891  -0.515
C  -2.505  7.793  -6.718  0.666
O  -1.300  8.200  -7.209  -0.306
C  -1.179  9.583  -6.902  -0.447
C  -2.106  9.731  -5.736  0.452
F  -2.672  10.964  -5.716  -0.314
O  -3.116  8.779  -6.000  -0.280
H  -1.492  10.176  -7.766  0.273
H  -0.150  9.842  -6.653  0.278
H  -1.647  9.519  -4.767  0.211
O  -5.635  2.473  2.228  -0.504
C  -6.129  3.460  2.670  0.627
O  -6.433  4.562  1.927  -0.263
C  -7.124  5.459  2.790  -0.393
C  -6.656  5.024  4.145  0.295
F  -7.619  5.216  5.078  -0.284
O  -6.455  3.634  3.984  -0.300
H  -8.201  5.335  2.656  0.283
H  -6.861  6.494  2.571  0.257
H  -5.725  5.493  4.472  0.290


[2]
Computed, not measured: an isolated molecule of C7H10O2S3, with wB97M-V/def2-TZVPD.

## Properties
Kohn-Sham gap (alpha / beta) = 6.540 / 5.488 eV
strongest force on any atom = 6.28 eV/Å
LUMO energy (alpha / beta) = 0.62 / -3.53 eV
2S+1 = 3
net charge = 0
HOMO level (alpha / beta) = -5.920 / -9.020 eV
total energy = -1617.44617 Ha

Each line ends with the Mulliken charge.
Element x y z (Å)
C  1.289  -2.216  1.207  -0.065
C  0.796  -1.214  0.785  -1.243
C  -1.206  0.094  1.173  -0.321
C  0.116  0.001  -1.118  -0.289
C  0.123  0.070  0.324  1.708
C  0.713  -0.853  -1.909  -0.882
C  0.919  1.280  0.885  -1.626
O  -4.822  -1.168  0.464  -0.571
O  -3.401  -0.663  -1.603  -0.465
S  -2.083  -1.410  0.868  -0.001
S  -3.845  1.468  0.365  -0.388
S  -3.705  -0.408  0.003  0.804
H  1.606  -3.146  1.505  0.559
H  -1.143  0.360  2.252  0.429
H  -1.971  0.728  0.759  -0.030
H  -0.440  0.900  -1.517  0.271
H  -4.229  -0.480  -2.088  0.338
H  1.308  -1.741  -1.532  0.170
H  0.832  -0.843  -2.916  0.365
H  0.549  2.101  0.328  0.427
H  1.991  1.132  0.587  0.383
H  1.087  1.210  1.982  0.430


[3]
Computed, not measured: a cluster of 2 separate species, C6H14S2 in total, with wB97M-V/def2-TZVPD.

## Properties
ΔE to the lowest compared entry with this formula, charge and spin = 11.7 kcal/mol
Kohn-Sham gap (alpha / beta) = 3.630 / 6.996 eV
strongest force on any atom = 3.48 eV/Å
LUMO energy (alpha / beta) = 3.71 / 3.66 eV
2S+1 = 2
net charge = -1
HOMO level (alpha / beta) = 0.078 / -3.333 eV
total energy = -1033.33469 Ha

Each line ends with the Mulliken charge.
Element x y z (Å)
C  1.408  1.520  2.303  -1.179
C  1.234  0.021  2.484  -0.310
S  1.774  -0.818  0.955  -0.409
S  0.540  -2.588  1.110  -0.575
H  0.666  1.983  1.652  0.263
H  2.403  1.826  1.984  0.241
H  1.249  2.050  3.261  0.404
H  0.183  -0.233  2.617  0.309
H  1.839  -0.278  3.340  0.255
H  1.436  -3.478  0.629  0.022
C  -2.775  -0.515  -0.971  -1.061
C  -1.686  0.278  -1.651  -0.180
C  -0.458  -0.224  -1.778  0.081
C  0.698  0.521  -2.393  -1.117
H  -2.402  -1.375  -0.421  0.266
H  -3.344  0.111  -0.274  0.288
H  -3.522  -0.850  -1.701  0.295
H  -1.966  1.182  -2.182  0.313
H  -0.276  -1.210  -1.365  0.282
H  0.476  1.577  -2.542  0.305
H  1.544  0.436  -1.711  0.207
H  0.977  0.064  -3.347  0.300


[4]
Computed, not measured: a cluster of 4 separate species, C13H34ClNO14P3 in total, with wB97M-V/def2-TZVPD.

## Properties
Kohn-Sham gap = 3.825 eV
strongest force on any atom = 7.41 eV/Å
LUMO energy = -0.29 eV
net charge = -1
HOMO level = -4.112 eV
total energy = -3108.17658 Ha

Each line ends with the Mulliken charge.
Element x y z (Å)
C  5.939  -0.557  5.886  -1.013
C  7.231  0.172  6.249  -0.827
C  8.354  -0.740  6.770  0.127
N  7.844  -1.934  7.475  -0.503
Cl  8.478  -2.009  9.110  -0.220
C  9.336  -1.127  5.647  0.446
O  9.193  -2.245  5.099  -0.760
O  10.194  -0.270  5.377  -0.753
H  5.230  0.173  5.485  0.348
H  5.452  -1.002  6.750  0.313
H  6.135  -1.291  5.105  0.329
H  7.580  0.728  5.381  0.343
H  6.986  0.905  7.023  0.335
H  8.930  -0.154  7.479  0.434
H  8.273  -2.745  7.032  0.403
C  1.601  0.539  1.322  -0.735
O  2.120  0.469  2.666  -0.287
P  1.157  0.877  3.922  0.904
O  2.098  1.429  4.909  -0.638
O  0.719  -0.644  4.242  -0.316
C  1.755  -1.553  4.631  -0.562
O  -0.302  1.425  4.399  -0.273
C  -1.010  2.362  3.564  -0.694
H  2.392  0.226  0.645  0.273
H  0.747  -0.133  1.206  0.375
H  1.303  1.558  1.076  0.330
H  2.601  -1.035  5.082  0.260
H  2.093  -2.114  3.760  0.234
H  1.334  -2.248  5.355  0.240
H  -1.243  1.926  2.592  0.317
H  -0.424  3.275  3.428  0.336
H  -1.939  2.612  4.068  0.237
C  -2.299  1.865  -5.127  -0.774
O  -2.370  1.903  -3.687  -0.289
P  -0.994  1.701  -2.785  1.000
O  -1.549  1.091  -1.557  -0.644
O  -0.841  3.319  -2.679  -0.330
C  -1.896  4.064  -2.078  -0.667
O  0.621  1.596  -2.497  -0.203
C  1.413  0.719  -3.332  -0.781
H  -3.303  2.013  -5.514  0.250
H  -1.650  2.660  -5.504  0.365
H  -1.930  0.894  -5.460  0.343
H  -2.462  3.452  -1.375  0.328
H  -2.566  4.455  -2.844  0.220
H  -1.441  4.897  -1.546  0.240
H  1.411  1.058  -4.369  0.341
H  1.035  -0.305  -3.280  0.373
H  2.431  0.741  -2.957  0.235
C  -7.751  -3.475  -4.802  -0.671
O  -6.421  -3.235  -5.304  -0.309
P  -6.150  -1.939  -6.242  0.971
O  -5.078  -2.323  -7.165  -0.699
O  -5.671  -0.961  -5.059  -0.281
C  -4.438  -1.255  -4.399  -0.489
O  -7.032  -0.781  -6.930  -0.245
C  -8.392  -1.065  -7.318  -0.702
H  -7.716  -4.380  -4.204  0.240
H  -8.081  -2.646  -4.172  0.332
H  -8.455  -3.622  -5.623  0.304
H  -3.762  -1.822  -5.039  0.347
H  -4.631  -1.816  -3.485  0.271
H  -3.970  -0.309  -4.134  0.024
H  -9.000  -1.324  -6.450  0.328
H  -8.423  -1.878  -8.046  0.345
H  -8.797  -0.167  -7.774  0.230


[5]
Computed, not measured: a cluster of 2 separate species, C4H7O2S in total, with wB97M-V/def2-TZVPD.

## Properties
ΔE to the lowest compared entry with this formula, charge and spin = 81.4 kcal/mol
Kohn-Sham gap = 5.014 eV
strongest force on any atom = 2.66 eV/Å
LUMO energy = 0.31 eV
net charge = -1
HOMO level = -4.702 eV
total energy = -705.21071 Ha

Each line ends with the Mulliken charge.
Element x y z (Å)
O  2.276  -1.379  0.127  -0.688
C  2.174  -0.158  -0.135  0.451
O  2.696  0.471  -1.086  -0.711
C  0.980  0.525  0.535  -0.338
C  -0.282  0.220  -0.232  0.327
C  -0.503  -1.219  -0.698  -1.094
S  -3.139  0.777  0.806  -0.259
H  1.044  1.621  0.448  0.283
H  0.932  0.311  1.604  0.312
H  -1.279  0.483  0.286  -0.683
H  -0.619  0.990  -0.931  0.367
H  -1.519  -1.401  -0.991  0.432
H  0.174  -1.484  -1.521  0.309
H  -0.262  -1.927  0.091  0.293